[1]
{"formula": "C17H13BrCeN2O6S5Sb", "method": "the ωB97M-V functional and the def2-TZVPD basis", "symbols": ["Ce", "S", "Sb", "S", "S", "O", "C", "C", "C", "C", "C", "C", "C", "O", "N", "N", "C", "S", "C", "C", "S", "H", "H", "H", "H", "H", "H", "H", "H", "H", "O", "O", "Br", "C", "C", "C", "C", "C", "C", "C", "O", "O", "H", "H", "H", "H"], "positions_angstrom": [[9.859, 12.918, 10.736], [7.383, 15.814, 6.145], [8.975, 14.246, 5.705], [9.352, 12.868, 7.890], [11.137, 13.746, 8.363], [12.054, 7.217, 10.880], [10.825, 7.102, 10.221], [10.475, 5.824, 9.824], [9.195, 5.646, 9.356], [8.336, 6.734, 9.180], [8.731, 8.059, 9.401], [10.006, 8.243, 10.006], [10.196, 9.645, 10.443], [9.342, 10.593, 10.145], [11.164, 9.864, 11.304], [11.286, 11.105, 11.721], [11.517, 11.310, 12.993], [11.136, 10.028, 14.109], [11.020, 11.102, 15.565], [11.154, 12.560, 15.375], [11.049, 12.946, 13.531], [12.601, 6.473, 10.653], [11.181, 5.025, 10.056], [8.844, 4.614, 9.216], [7.274, 6.495, 8.951], [8.244, 9.000, 9.094], [11.784, 10.740, 16.236], [10.034, 10.918, 15.977], [12.206, 12.795, 15.604], [10.487, 13.239, 15.983], [9.574, 12.997, 13.164], [11.784, 13.890, 12.676], [6.255, 19.851, 12.477], [6.074, 18.055, 11.874], [4.802, 17.533, 11.978], [4.693, 16.135, 11.979], [5.761, 15.343, 11.587], [7.014, 15.899, 11.352], [7.207, 17.267, 11.618], [8.071, 14.908, 11.021], [7.745, 13.692, 10.836], [9.290, 15.277, 10.962], [3.905, 18.216, 12.062], [3.796, 15.599, 12.156], [5.709, 14.264, 11.498], [8.215, 17.621, 11.501]], "lumo_energy_ev": [-1.525, -1.523], "homo_ev": [-6.995, -7.014], "e_above_lowest_kcal_mol": 0.0, "homo_lumo_gap_ha": [0.201, 0.202], "multiplicity": 2}

[2]
{"formula": "C18H37N2O4Si2", "method": "the ωB97M-V functional and the def2-TZVPD basis", "symbols": ["C", "O", "C", "C", "C", "C", "C", "C", "C", "C", "C", "N", "C", "O", "O", "C", "O", "H", "H", "H", "H", "H", "H", "H", "H", "H", "H", "H", "H", "H", "H", "H", "H", "H", "H", "H", "C", "Si", "C", "C", "N", "Si", "C", "C", "C", "H", "H", "H", "H", "H", "H", "H", "H", "H", "H", "H", "H", "H", "H", "H", "H", "H", "H"], "positions_angstrom": [[-1.525, -1.375, -1.650], [-1.674, -1.941, -2.982], [-0.952, -1.169, -3.960], [0.614, -1.506, -4.077], [1.003, -3.046, -3.846], [2.639, -3.112, -3.802], [3.233, -3.499, -2.355], [4.309, -2.412, -1.771], [3.919, -1.834, -0.341], [4.696, -1.517, 0.817], [6.297, -1.700, 0.864], [6.867, -0.614, -0.033], [3.677, -0.987, 1.940], [3.815, -0.189, 2.874], [2.470, -1.694, 1.508], [2.436, -1.436, 0.089], [1.547, -0.977, -0.679], [-2.505, -1.266, -1.077], [-0.902, -0.405, -1.656], [-0.883, -2.135, -1.058], [-1.452, -1.349, -4.983], [-1.031, -0.026, -3.786], [1.284, -0.860, -3.391], [0.920, -1.249, -5.164], [0.583, -3.628, -4.752], [0.572, -3.442, -2.869], [2.969, -3.929, -4.552], [3.060, -2.129, -4.232], [3.779, -4.506, -2.488], [2.357, -3.580, -1.615], [5.328, -2.923, -1.751], [4.295, -1.546, -2.533], [6.580, -2.737, 0.489], [6.632, -1.514, 1.949], [6.290, 0.216, 0.219], [6.558, -0.833, -1.001], [-0.162, 1.319, 2.227], [-1.768, 2.254, 2.586], [-1.399, 4.075, 2.287], [-2.138, 2.003, 4.413], [-3.016, 1.646, 1.558], [-4.617, 2.290, 1.628], [-4.694, 4.116, 1.181], [-5.433, 2.043, 3.304], [-5.708, 1.389, 0.370], [0.637, 1.697, 2.868], [-0.287, 0.249, 2.418], [0.142, 1.453, 1.184], [-0.475, 4.363, 2.803], [-2.196, 4.719, 2.665], [-1.262, 4.273, 1.221], [-2.434, 0.970, 4.610], [-2.931, 2.669, 4.761], [-1.248, 2.220, 5.013], [-4.268, 4.746, 1.964], [-5.736, 4.429, 1.047], [-4.162, 4.310, 0.246], [-5.339, 1.004, 3.634], [-6.501, 2.282, 3.245], [-5.000, 2.692, 4.069], [-5.756, 0.320, 0.590], [-5.327, 1.527, -0.645], [-6.727, 1.793, 0.409]], "lumo_energy_ev": 1.113, "homo_ev": -3.110, "homo_lumo_gap_ha": 0.155, "total_charge": -1, "multiplicity": 1}

[3]
{"formula": "C2H9N5", "method": "the ωB97M-V functional and the def2-TZVPD basis", "symbols": ["H", "N", "N", "N", "H", "H", "N", "C", "C", "N", "H", "H", "H", "H", "H", "H"], "positions_angstrom": [[2.191, 0.004, -0.177], [2.103, 0.934, 0.286], [1.022, 1.033, 0.950], [0.633, -0.079, 1.707], [0.846, -1.006, 1.318], [0.467, 0.135, 2.681], [-0.204, 0.822, -1.692], [-0.825, 0.789, -0.418], [-1.223, -0.450, 0.102], [-0.641, -1.638, -0.311], [0.808, 0.733, -1.601], [-0.408, 1.673, -2.197], [-1.510, 1.611, -0.242], [-2.025, -0.516, 0.821], [-1.109, -2.491, -0.046], [-0.127, -1.553, -1.182]], "lumo_energy_ev": 0.473, "homo_ev": -7.073, "e_above_lowest_kcal_mol": 116.0, "smiles": "[H]/N=N\\N.N/C=C\\N", "homo_lumo_gap_ha": 0.277, "multiplicity": 1}

[4]
{"formula": "C15H46BN7O9", "method": "the ωB97M-V functional and the def2-TZVPD basis", "symbols": ["N", "H", "H", "H", "H", "B", "H", "H", "H", "H", "C", "O", "O", "O", "C", "O", "C", "C", "N", "C", "C", "O", "C", "H", "H", "H", "H", "H", "H", "H", "H", "H", "H", "H", "H", "H", "H", "H", "C", "O", "C", "C", "N", "C", "C", "O", "C", "H", "H", "H", "H", "H", "H", "H", "H", "H", "H", "H", "H", "H", "H", "H", "C", "O", "N", "N", "H", "H", "H", "H", "C", "O", "N", "N", "H", "H", "H", "H"], "positions_angstrom": [[0.656, -0.980, 1.192], [0.045, -1.237, 1.953], [0.127, -1.163, 0.351], [1.593, -1.355, 1.159], [0.726, 0.023, 1.097], [4.485, -2.690, 1.184], [4.424, -2.107, 2.089], [3.970, -3.625, 1.343], [4.084, -2.140, 0.346], [5.516, -3.007, 1.173], [-2.501, -2.331, 4.036], [-1.304, -2.300, 4.202], [-3.143, -3.184, 4.688], [-2.999, -1.552, 3.241], [0.340, 0.574, -4.876], [-0.392, -0.515, -4.367], [0.417, -1.558, -3.895], [-0.573, -2.574, -3.192], [-1.523, -1.926, -2.215], [-2.739, -2.731, -2.034], [-3.670, -2.726, -3.254], [-4.401, -1.476, -3.248], [-5.735, -1.645, -2.955], [-0.187, 1.492, -4.615], [0.498, 0.713, -5.945], [1.353, 0.742, -4.510], [1.138, -1.181, -3.170], [0.953, -1.985, -4.743], [-0.033, -3.366, -2.673], [-1.047, -3.060, -4.045], [-1.905, -1.152, -2.739], [-3.299, -2.369, -1.172], [-2.500, -3.764, -1.784], [-4.349, -3.578, -3.285], [-3.156, -2.812, -4.212], [-5.888, -2.213, -2.037], [-6.229, -2.233, -3.729], [-6.258, -0.689, -2.910], [5.225, 4.998, 0.819], [3.812, 4.978, 0.640], [3.383, 3.928, -0.284], [1.877, 3.913, -0.313], [1.248, 3.512, 0.910], [-0.177, 3.865, 0.870], [-0.606, 5.393, 0.692], [-0.293, 5.975, -0.539], [-0.946, 5.356, -1.676], [5.679, 5.372, -0.099], [5.572, 4.008, 1.116], [5.455, 5.744, 1.580], [3.713, 2.962, 0.099], [3.826, 4.059, -1.271], [1.548, 3.246, -1.110], [1.626, 4.939, -0.582], [1.716, 3.958, 1.686], [-0.633, 3.490, 1.786], [-0.661, 3.300, 0.073], [-0.166, 6.027, 1.462], [-1.666, 5.388, 0.948], [-2.032, 5.270, -1.670], [-0.619, 4.332, -1.856], [-0.622, 5.888, -2.570], [-0.709, -6.864, 1.637], [-0.703, -6.910, 2.848], [-1.494, -7.643, 0.909], [0.117, -6.120, 0.902], [-2.151, -8.209, 1.428], [-1.422, -7.646, -0.098], [0.100, -6.269, -0.097], [0.751, -5.491, 1.373], [0.592, 2.070, 5.578], [1.200, 3.143, 5.582], [-0.716, 1.926, 5.646], [1.203, 0.940, 5.434], [-1.115, 1.008, 5.506], [-1.281, 2.761, 5.594], [2.212, 0.968, 5.392], [0.659, 0.120, 5.206]], "lumo_energy_ev": 3.229, "homo_ev": 1.470, "e_above_lowest_kcal_mol": 131.5, "homo_lumo_gap_ha": 0.065, "total_charge": -2, "multiplicity": 1}

[5]
{"formula": "C6H10O", "method": "the ωB97M-V functional and the def2-TZVPD basis", "symbols": ["C", "C", "C", "C", "C", "C", "O", "H", "H", "H", "H", "H", "H", "H", "H", "H", "H"], "positions_angstrom": [[0.664, -0.764, 1.773], [0.074, 0.350, 0.964], [-0.565, 0.214, -0.227], [-1.952, 0.800, -0.366], [0.218, -0.334, -1.375], [1.636, 0.131, -1.231], [2.109, 0.351, -0.142], [-0.113, -0.947, 2.533], [0.771, -1.690, 1.199], [1.597, -0.542, 2.294], [-0.114, 1.256, 1.543], [-2.672, 0.164, 0.177], [-2.010, 1.786, 0.111], [-2.319, 0.878, -1.393], [-0.240, -0.253, -2.370], [0.746, -1.344, -1.335], [2.258, 0.104, -2.134]], "lumo_energy_ev": 0.904, "homo_ev": -7.689, "e_above_lowest_kcal_mol": 55.0, "smiles": "C/C=C(/C)CC=O", "homo_lumo_gap_ha": 0.316, "multiplicity": 1}

[6]
{"formula": "C2H6N4", "method": "the ωB97M-V functional and the def2-TZVPD basis", "symbols": ["C", "C", "N", "N", "N", "N", "H", "H", "H", "H", "H", "H"], "positions_angstrom": [[-0.848, 1.814, -0.581], [-0.969, -0.584, -0.366], [1.883, -2.543, 1.223], [1.901, -1.424, 1.004], [2.074, -0.278, 0.813], [-0.424, 0.677, -0.217], [-1.658, 2.128, -1.209], [-0.252, 2.735, -0.249], [-1.518, -0.810, 0.683], [-1.608, -0.740, -1.221], [-0.048, -1.330, -0.236], [1.468, 0.354, 0.356]], "lumo_energy_ev": 0.783, "homo_ev": -9.574, "e_above_lowest_kcal_mol": 96.2, "homo_lumo_gap_ha": 0.381, "multiplicity": 1}

[7]
{"formula": "C22H21BeN3", "method": "the ωB97M-V functional and the def2-TZVPD basis", "symbols": ["Be", "C", "C", "N", "C", "C", "C", "C", "C", "C", "C", "N", "C", "C", "C", "C", "C", "C", "C", "C", "N", "C", "H", "H", "H", "H", "H", "H", "H", "H", "H", "H", "H", "H", "C", "C", "C", "C", "H", "H", "H", "H", "H", "H", "H", "H", "H"], "positions_angstrom": [[0.411, -0.601, 0.051], [-1.567, -1.143, -3.369], [-0.488, -0.807, -2.607], [-0.279, -1.437, -1.299], [-1.583, -1.817, -0.711], [-2.679, -2.182, -1.512], [-2.620, -1.944, -2.905], [-3.803, -2.685, -0.808], [-3.832, -2.721, 0.569], [-2.769, -2.248, 1.347], [-1.641, -1.791, 0.684], [-0.496, -1.175, 1.201], [0.272, -1.443, 2.287], [0.027, -2.208, 3.415], [1.030, -2.357, 4.388], [2.259, -1.752, 4.278], [2.565, -1.006, 3.119], [3.811, -0.407, 2.853], [4.019, 0.214, 1.642], [3.009, 0.239, 0.687], [1.816, -0.302, 0.900], [1.580, -0.890, 2.121], [-1.615, -0.732, -4.371], [0.294, -0.135, -2.935], [-3.453, -2.206, -3.542], [-4.660, -3.020, -1.378], [-4.719, -3.091, 1.069], [-2.834, -2.211, 2.427], [-0.927, -2.702, 3.533], [0.822, -2.976, 5.251], [3.008, -1.865, 5.051], [4.590, -0.447, 3.604], [4.970, 0.674, 1.414], [3.159, 0.701, -0.279], [0.858, -5.114, -1.295], [0.179, -3.937, -2.001], [0.485, -4.021, -3.498], [0.667, -2.629, -1.359], [0.495, -6.055, -1.710], [0.663, -5.115, -0.221], [1.940, -5.069, -1.450], [-0.897, -4.011, -1.849], [1.568, -4.058, -3.658], [0.089, -3.168, -4.039], [0.053, -4.931, -3.917], [1.568, -2.281, -1.875], [0.940, -2.854, -0.319]], "lumo_energy_ev": -1.149, "homo_ev": -5.230, "e_above_lowest_kcal_mol": 47.4, "homo_lumo_gap_ha": 0.150, "multiplicity": 1}

[8]
{"formula": "C10H40N2O10", "method": "the ωB97M-V functional and the def2-TZVPD basis", "symbols": ["N", "C", "N", "O", "H", "H", "H", "H", "C", "O", "H", "H", "H", "H", "C", "O", "H", "H", "H", "H", "C", "O", "H", "H", "H", "H", "C", "O", "H", "H", "H", "H", "C", "O", "H", "H", "H", "H", "C", "O", "H", "H", "H", "H", "C", "O", "H", "H", "H", "H", "C", "O", "H", "H", "H", "H", "C", "O", "H", "H", "H", "H"], "positions_angstrom": [[-1.674, 24.010, 5.577], [-1.784, 22.651, 5.634], [-2.365, 22.134, 6.764], [-1.443, 21.936, 4.688], [-1.157, 24.357, 4.787], [-1.821, 24.591, 6.387], [-2.198, 21.174, 7.035], [-2.690, 22.774, 7.468], [-1.349, 22.647, 1.247], [-1.634, 23.486, 2.365], [-0.386, 22.922, 0.822], [-1.297, 21.592, 1.535], [-2.163, 22.714, 0.521], [-1.803, 22.942, 3.148], [1.403, 24.224, 7.523], [2.068, 24.937, 8.551], [2.123, 23.609, 6.990], [0.594, 23.599, 7.913], [0.945, 24.900, 6.792], [1.441, 25.116, 9.254], [-1.732, 18.614, 6.752], [-2.346, 19.357, 7.818], [-0.663, 18.775, 6.854], [-1.919, 17.546, 6.886], [-2.101, 18.947, 5.783], [-3.299, 19.362, 7.685], [-0.730, 27.457, 4.885], [-2.141, 27.532, 4.787], [-0.258, 27.508, 3.902], [-0.384, 28.281, 5.502], [-0.422, 26.526, 5.378], [-2.452, 26.967, 4.075], [-4.988, 22.160, 9.380], [-6.377, 22.006, 9.145], [-4.545, 22.769, 8.588], [-4.809, 22.641, 10.347], [-4.555, 21.165, 9.418], [-6.801, 22.865, 9.212], [-2.062, 26.774, 8.039], [-1.680, 25.411, 8.228], [-1.183, 27.397, 7.837], [-2.767, 26.895, 7.223], [-2.497, 27.225, 8.937], [-1.562, 25.285, 9.172], [-4.710, 21.983, 3.436], [-5.633, 22.039, 4.514], [-4.603, 22.973, 3.002], [-3.739, 21.602, 3.760], [-5.080, 21.315, 2.647], [-5.394, 21.382, 5.171], [1.437, 24.773, 3.110], [2.281, 24.581, 4.234], [1.910, 25.373, 2.325], [1.114, 23.829, 2.668], [0.554, 25.305, 3.462], [2.837, 23.813, 4.082], [-0.626, 19.247, 3.024], [-0.556, 18.393, 1.876], [-1.600, 19.723, 3.115], [-0.309, 18.740, 3.939], [0.127, 20.014, 2.844], [-1.111, 17.623, 2.019]], "lumo_energy_ev": 0.090, "homo_ev": -9.828, "e_above_lowest_kcal_mol": 102.1, "smiles": "NC(N)=O.CO.CO.CO.CO.CO.CO.CO.CO.CO", "homo_lumo_gap_ha": 0.364, "multiplicity": 1}

Taking the records one at a time from the top gives electronic energy values of -176790.553; -46190.610; -9665.864; -45828.026; -8428.856; -8127.920; -28027.450; -34471.003 eV.